[1]
{"formula": "C3H4NO3", "method": "ωB97M-V with the def2-TZVPD basis set", "symbols": ["O", "O", "O", "N", "C", "C", "C", "H", "H", "H", "H"], "coordinates": [[0.047, -1.374, 1.455], [-0.697, 0.000, -3.067], [0.476, 0.437, 2.742], [0.352, 0.578, 0.445], [-0.227, 0.721, -1.997], [0.367, -0.153, 1.596], [-0.231, -0.167, -0.717], [0.868, 0.984, -2.086], [-0.697, 1.704, -1.874], [0.486, -0.974, -0.980], [-1.183, -0.668, -0.509]], "mulliken_charge": [-0.58, -0.68, -0.64, -0.20, -0.41, 0.65, -0.25, 0.18, 0.29, 0.24, 0.39], "total_charge": -1, "lumo_energy_ev": 0.0, "homo_ev": -4.1658, "gap_ev": 4.2}


[2]
{"formula": "C5H8N2O", "method": "ωB97M-V with the def2-TZVPD basis set", "symbols": ["O", "N", "N", "C", "C", "C", "C", "C", "H", "H", "H", "H", "H", "H", "H", "H"], "coordinates": [[2.683, -1.189, -0.216], [-0.778, 0.294, -0.029], [-2.119, 0.365, 0.104], [-2.733, -0.996, -0.306], [1.204, 0.604, 0.393], [0.116, 1.383, -0.334], [2.337, -0.003, -0.369], [0.271, -0.655, 0.703], [-3.851, -0.839, -0.578], [1.368, 1.127, 1.311], [0.205, 1.741, -1.231], [3.028, 0.640, -0.974], [-2.432, -2.213, -0.647], [-0.012, -0.993, 1.797], [0.630, -1.591, -0.081], [0.083, 2.325, 0.457]], "mulliken_charge": [-0.49, 0.64, -0.78, -0.37, 0.16, -0.76, -0.18, -0.58, 0.27, 0.41, 0.39, 0.35, 0.21, 0.24, 0.27, 0.23], "lumo_energy_ev": 0.1, "homo_ev": -7.6645, "gap_ev": 7.8}


[3]
{"formula": "C5H6N2O", "method": "ωB97M-V with the def2-TZVPD basis set", "symbols": ["O", "N", "N", "C", "C", "C", "C", "C", "H", "H", "H", "H", "H", "H"], "coordinates": [[3.506, 0.011, -0.787], [-2.986, -0.048, -0.214], [-2.528, 1.087, -0.402], [-2.085, -1.031, 0.066], [-0.846, -0.745, 0.397], [1.573, -0.219, 0.622], [2.945, 0.348, 0.420], [0.387, -0.470, 0.409], [3.675, 0.058, 1.121], [-3.897, -0.401, -0.185], [2.887, 1.401, 0.705], [-3.020, 1.830, -0.842], [2.973, 0.169, -1.488], [-2.584, -1.989, 0.179]], "mulliken_charge": [-0.49, 0.41, -0.82, -0.59, -0.08, -0.25, -0.58, 0.80, 0.33, 0.21, 0.24, 0.20, 0.31, 0.29], "lumo_energy_ev": [-0.2, -0.2], "homo_ev": [-7.2661, -6.9437], "gap_ev": [7.0, 6.8]}